# 1
{"formula": "C4H13NO", "method": "the ωB97M-V functional and the def2-TZVPD basis", "e_homo_ev": -9.6, "gap_ev": 10.57, "smiles": "CC[C@H](C)N.O", "e_lumo_ha": 0.036, "max_force_ev_per_a": 1.8, "energy_ha": -290.1834, "de_lowest_kj_mol": 35.5, "symbols": ["H", "H", "C", "C", "C", "H", "H", "H", "H", "H", "O", "N", "H", "H", "H", "C", "H", "H", "H"], "positions_angstrom": [[0.12310, 2.54669, -1.88806], [1.05278, 1.15706, 1.40103], [0.09651, 0.92827, -0.38046], [0.70500, 2.15116, -1.05821], [-0.16187, -0.24639, -1.34443], [-2.26034, -0.37188, -0.67598], [0.68441, -0.93846, -1.34524], [1.84446, 0.20104, 0.25777], [0.68120, -1.94578, 2.65023], [1.71562, 1.98993, -1.45822], [-0.27185, -2.02961, 2.55791], [0.97875, 0.42404, 0.70970], [0.87708, 2.97504, -0.35812], [-0.12177, 0.13957, -2.36865], [-0.50539, -1.11832, 2.38520], [-1.43042, -1.01360, -0.95398], [-1.22704, -1.52894, -0.01717], [-0.85835, 1.23034, 0.04023], [-1.75598, -1.62544, -1.79233]]}


# 2
{"formula": "C24H24N3O4SiW", "method": "the ωB97M-V functional and the def2-TZVPD basis", "e_homo_ev": [-10.9, -11.0], "gap_ev": [6.25, 6.76], "e_lumo_ha": [-0.171, -0.157], "charge": 1, "max_force_ev_per_a": 0.9, "energy_ha": -1750.5690, "de_lowest_kj_mol": 71.3, "spin_multiplicity": 3, "symbols": ["Si", "H", "C", "W", "C", "N", "H", "H", "N", "O", "H", "H", "N", "C", "O", "C", "C", "C", "C", "H", "H", "C", "H", "H", "H", "C", "H", "H", "C", "H", "H", "C", "H", "C", "H", "H", "C", "H", "H", "C", "C", "O", "O", "C", "C", "C", "H", "C", "C", "C", "H", "H", "C", "H", "H", "C", "C"], "positions_angstrom": [[-0.76105, -0.06653, -2.86528], [1.86639, -4.05375, -4.66174], [1.36914, -4.23805, -2.57932], [-0.09899, -0.50574, -0.49316], [-2.37165, -1.74931, 2.62681], [-1.58295, -0.65070, 0.83948], [-4.73327, -0.45611, -0.47332], [-2.07116, -0.01698, -3.53578], [1.01531, 3.36390, 0.92616], [4.43662, 2.51061, 1.80491], [0.17021, -1.65927, 3.59926], [-1.69224, 3.74496, 0.96736], [0.51041, 1.40241, 0.18809], [0.42227, 1.13780, -3.63372], [3.28304, 4.41173, 1.98952], [0.87232, 3.00618, -5.10938], [1.35173, -3.59921, -3.82321], [-1.36474, 3.06525, 0.18216], [-2.95915, -0.85229, 0.63177], [4.29538, 1.58702, 1.48717], [0.52272, 3.72547, -5.84012], [2.65849, 2.06086, -3.80165], [2.16008, 0.38331, -2.58449], [-1.43985, 3.58336, -0.77517], [-1.05670, 2.10619, -4.87116], [0.02660, 2.61326, 0.42286], [-4.48565, -1.78095, 1.86191], [0.56308, -0.21002, 2.69663], [1.77439, 1.13667, -3.26570], [-2.02556, 2.20218, 0.16990], [0.71757, -1.89945, -4.96306], [0.69147, -2.39476, -3.99938], [0.85028, -1.81900, 2.00472], [0.68848, -3.69845, -1.50977], [1.91539, -5.16378, -2.45298], [0.97069, 4.33575, 1.20774], [0.01190, -2.49705, -1.70694], [-3.39718, 0.61284, -0.89218], [2.89494, 3.71915, -5.14554], [-0.01504, 2.08639, -4.56351], [2.20480, 2.99866, -4.72310], [1.87881, -0.79706, -0.21758], [3.75489, 0.03787, 0.69987], [2.16828, 2.62656, 1.02946], [-1.24429, -1.22555, 2.08136], [-3.44979, -1.50892, 1.71609], [0.68237, -4.19377, -0.54836], [2.60576, 0.15903, 0.36086], [0.15925, -1.22139, 2.60353], [-0.01677, -1.81717, -2.94265], [3.70152, 2.04582, -3.50979], [-3.42320, -1.05774, -1.47067], [-3.65442, -0.41355, -0.61733], [-2.43268, -2.25001, 3.58149], [-0.73338, -2.24517, -0.90052], [1.84356, 1.40179, 0.56085], [3.37169, 3.26579, 1.63774]]}